[1]
ORCA calculation (ωB97M-V/def2-TZVPD) on a structure of composition C31H31BHoN3O2PS.

CARTESIAN COORDINATES (ANGSTROEM)
Ho 0.058 0.153 0.277
O -0.074 -0.236 2.242
C 0.709 0.749 2.298
C 0.584 1.874 3.211
C 0.755 1.904 4.593
C 0.627 3.106 5.266
C 0.302 4.271 4.581
C 0.170 4.261 3.202
C 0.356 3.078 2.499
P 0.285 2.934 0.677
C 0.394 4.652 0.074
C -0.709 5.476 -0.133
C -0.526 6.743 -0.658
C 0.744 7.191 -0.981
C 1.844 6.379 -0.757
C 1.672 5.108 -0.242
C -1.518 2.649 0.359
C -1.852 2.332 -0.968
C -3.181 2.236 -1.349
C -4.180 2.438 -0.409
C -3.856 2.719 0.908
C -2.532 2.829 1.299
H 0.992 0.995 5.127
H 0.763 3.134 6.338
H 0.161 5.192 5.127
H -0.051 5.173 2.665
H -1.704 5.132 0.109
H -1.382 7.381 -0.820
H 0.873 8.174 -1.406
H 2.833 6.736 -0.996
H 2.521 4.456 -0.086
H -1.058 2.264 -1.716
H -3.438 2.019 -2.375
H -5.216 2.385 -0.706
H -4.639 2.878 1.632
H -2.289 3.083 2.323
B 3.212 -0.020 -0.117
C 2.013 -0.416 -1.014
N 0.978 -0.653 -1.513
H 3.293 -0.872 0.729
H 2.862 1.058 0.348
H 4.206 0.097 -0.743
C -4.372 -6.208 1.942
C -4.045 -4.731 1.761
C -2.748 -4.544 0.970
N -2.380 -3.139 0.881
C -2.800 -2.237 0.007
S -2.624 -0.578 0.351
N -3.435 -2.580 -1.141
C -3.142 -3.598 -2.084
O -3.979 -3.894 -2.891
C -1.776 -4.156 -2.042
C -1.586 -5.452 -2.529
C -0.319 -6.000 -2.566
C 0.770 -5.262 -2.133
C 0.594 -3.966 -1.669
C -0.672 -3.410 -1.632
H -5.321 -6.314 2.460
H -3.600 -6.702 2.528
H -4.457 -6.710 0.982
H -3.952 -4.258 2.741
H -4.851 -4.238 1.216
H -2.869 -4.960 -0.029
H -1.926 -5.063 1.462
H -1.944 -2.748 1.711
H -4.089 -1.889 -1.493
H -2.445 -6.005 -2.878
H -0.179 -7.000 -2.947
H 1.762 -5.683 -2.181
H 1.446 -3.379 -1.360
H -0.780 -2.370 -1.334

Output
Charge: +1
Lowest unoccupied orbital energy (spin up / spin down), eV: -3.31 / -3.27
2S+1: 5
E_HOMO (spin up / spin down), eV: -11.10 / -11.13
Energy relative to the best compared isomer or geometry (same formula, charge and spin), eV: 0.620
Gap between HOMO and LUMO (spin up / spin down), eV: 7.8 / 7.9

How is the electron density shared among the atoms? According to Löwdin, the charges in e are: atom 1 (Ho): 1.227, atom 2 (O): -0.198, atom 3 (C): -0.294, atom 4 (C): -0.214, atom 5 (C): -0.003, atom 6 (C): -0.050, atom 7 (C): -0.047, atom 8 (C): -0.059, atom 9 (C): -0.300, atom 10 (P): 1.069, atom 11 (C): -0.366, atom 12 (C): -0.079, atom 13 (C): -0.063, atom 14 (C): -0.063, atom 15 (C): -0.066, atom 16 (C): -0.090, atom 17 (C): -0.463, atom 18 (C): -0.180, atom 19 (C): -0.094, atom 20 (C): -0.075, atom 21 (C): -0.064, atom 22 (C): -0.080, atom 23 (H): 0.125, atom 24 (H): 0.114, atom 25 (H): 0.114, atom 26 (H): 0.111, atom 27 (H): 0.104, atom 28 (H): 0.110, atom 29 (H): 0.110, atom 30 (H): 0.111, atom 31 (H): 0.108, atom 32 (H): 0.116, atom 33 (H): 0.118, atom 34 (H): 0.115, atom 35 (H): 0.116, atom 36 (H): 0.116, atom 37 (B): -0.390, atom 38 (C): -0.283, atom 39 (N): 0.008, atom 40 (H): 0.040, atom 41 (H): 0.024, atom 42 (H): 0.035, atom 43 (C): -0.096, atom 44 (C): -0.230, atom 45 (C): -0.162, atom 46 (N): 0.048, atom 47 (C): -0.775, atom 48 (S): 0.730, atom 49 (N): 0.122, atom 50 (C): -0.400, atom 51 (O): 0.147, atom 52 (C): -0.168, atom 53 (C): -0.006, atom 54 (C): -0.052, atom 55 (C): -0.050, atom 56 (C): -0.056, atom 57 (C): -0.046, atom 58 (H): 0.078, atom 59 (H): 0.078, atom 60 (H): 0.078, atom 61 (H): 0.115, atom 62 (H): 0.114, atom 63 (H): 0.109, atom 64 (H): 0.140, atom 65 (H): 0.144, atom 66 (H): 0.153, atom 67 (H): 0.127, atom 68 (H): 0.114, atom 69 (H): 0.113, atom 70 (H): 0.097, atom 71 (H): 0.061

---

[2]
ORCA calculation (ωB97M-V/def2-TZVPD) on the ion C2H8NS2 with charge +1.

CARTESIAN COORDINATES (ANGSTROEM)
N 0.225 -1.880 -0.186
C -0.639 -0.580 -0.124
C 0.228 0.460 0.554
S -0.720 1.994 0.877
S 0.461 3.445 0.028
H 1.109 -1.643 -0.661
H 0.595 -2.397 0.617
H -0.146 -2.622 -0.784
H -0.928 -0.386 -1.149
H -1.470 -0.942 0.480
H 0.999 0.653 -0.201
H 0.708 0.216 1.496
H -0.421 3.683 -0.946

Output
Charge: +1
Lowest unoccupied orbital energy, eV: -3.99
Structure (SMILES): [NH3+]CCSS
E_HOMO, eV: -12.56
Energy relative to the best compared isomer or geometry (same formula, charge and spin), eV: 0.445
Gap between HOMO and LUMO, eV: 8.6

How is the electron density shared among the atoms? According to Löwdin, the charges in e are: atom 1 (N): 0.167, atom 2 (C): -0.172, atom 3 (C): -0.564, atom 4 (S): 0.458, atom 5 (S): 0.376, atom 6 (H): 0.166, atom 7 (H): 0.176, atom 8 (H): 0.168, atom 9 (H): 0.135, atom 10 (H): 0.129, atom 11 (H): 0.070, atom 12 (H): 0.078, atom 13 (H): -0.187

---

no.,maximum force (Eh/bohr)
1,0.088
2,0.055